DFT (ωB97M-V/def2-TZVPD) results for a molecular structure, C11H28BeN2O9 in a non-equilibrium geometry.

The calculation puts the frontier orbital gap at 0.243 Eh. As for the net charge: 0. Its strongest force on any atom is 5.304 eV Å⁻¹. The calculation puts the LUMO energy at -0.754 eV. For the total energy, the calculation gives -33666.798 eV. For the molecular weight, the calculation gives 341.362 Da.

Last column: Mulliken charge in e.
Geometry (Å):
Be  -0.093  -0.170  -0.206  1.323
O  -2.703  1.626  -3.384  -0.482
C  -2.403  0.407  -2.889  0.528
O  -1.252  0.126  -2.498  -0.527
O  -3.342  -0.417  -2.803  -0.717
H  -3.639  1.468  -3.528  0.308
O  -1.134  -4.602  -0.928  -0.531
C  -1.292  -3.350  -0.620  0.586
O  -0.288  -2.692  -0.282  -0.449
O  -2.382  -2.820  -0.644  -0.646
H  -0.179  -4.644  -0.843  0.315
C  -3.467  2.407  2.172  -1.573
C  -2.126  1.730  1.807  0.413
C  -2.054  0.360  2.458  -1.082
O  -0.719  -0.226  2.285  -0.151
C  -0.592  -1.493  2.882  -0.650
N  -2.047  1.599  0.365  -0.399
H  -3.254  3.015  3.052  0.401
H  -4.254  1.703  2.443  0.377
H  -3.980  3.013  1.425  0.418
H  -1.333  2.346  2.231  0.284
H  -2.806  -0.313  2.046  0.449
H  -2.336  0.433  3.509  0.463
H  -0.609  -1.329  3.959  0.346
H  0.434  -1.791  2.666  0.035
H  -1.365  -2.181  2.537  0.323
H  -2.049  2.505  -0.082  0.230
H  -2.981  1.271  0.164  0.241
C  3.121  -2.284  1.004  -1.421
C  3.138  -0.839  0.447  0.185
C  3.112  -0.609  -1.090  -0.817
O  1.832  -0.793  -1.669  -0.028
C  1.803  -0.466  -3.053  -0.927
N  2.048  -0.031  1.115  -0.450
H  4.067  -2.761  0.746  0.427
H  2.350  -2.860  0.493  0.258
H  2.936  -2.321  2.077  0.393
H  4.062  -0.398  0.822  0.493
H  3.915  -1.139  -1.601  0.422
H  3.287  0.460  -1.212  0.293
H  2.087  0.574  -3.214  0.310
H  0.841  -0.660  -3.527  0.218
H  2.563  -1.032  -3.592  0.379
H  2.360  0.920  0.978  0.137
H  2.223  -0.242  2.087  0.271
C  1.416  2.707  -1.712  -0.826
O  1.072  2.255  -0.383  -0.381
H  2.463  2.595  -1.994  0.350
H  0.720  2.311  -2.451  0.244
H  1.256  3.785  -1.751  0.386
H  1.570  2.849  0.184  0.252